Computed, not measured: a cluster of 8 separate species, C9H36NO7 in total at a distorted geometry, with ωB97M-V/def2-TZVPD.

Element x y z (Å)
N 0.625 -0.252 -0.630
H 1.559 -0.327 -1.070
H 0.593 -0.605 0.338
H 0.029 -0.824 -1.233
H 0.398 0.759 -0.685
O 0.453 -1.203 2.029
H -0.281 -1.809 2.176
H 0.525 -0.683 2.836
O 2.573 -0.637 -2.625
H 3.373 -0.112 -2.513
H 2.838 -1.372 -3.187
O -0.224 2.401 -0.602
H -1.190 2.303 -0.608
H -0.040 3.259 -0.997
O -1.295 -0.455 -2.878
H -1.850 0.321 -2.998
H -1.840 -1.192 -3.171
C -2.208 1.718 2.721
C -3.228 1.625 1.593
C -3.857 2.965 1.215
O -2.599 1.088 0.413
H -2.604 2.267 3.574
H -1.305 2.240 2.385
H -1.892 0.718 3.033
H -4.027 0.948 1.916
H -4.861 2.811 0.826
H -3.236 3.450 0.464
H -3.942 3.592 2.100
H -1.928 0.450 0.679
C 0.034 -4.137 -0.118
C -0.781 -3.437 -1.191
C -1.785 -4.363 -1.861
O -1.460 -2.296 -0.636
H 0.624 -4.931 -0.581
H -0.568 -4.610 0.659
H 0.720 -3.402 0.306
H -0.075 -3.083 -1.948
H -2.533 -4.666 -1.125
H -1.310 -5.255 -2.273
H -2.283 -3.896 -2.712
H -2.001 -2.608 0.098
C 3.616 2.512 -0.699
C 3.696 1.693 0.564
C 2.840 2.194 1.722
O 3.356 0.318 0.285
H 2.598 2.730 -1.035
H 4.071 1.951 -1.517
H 4.135 3.455 -0.544
H 4.744 1.696 0.888
H 2.892 1.508 2.563
H 1.801 2.249 1.372
H 3.111 3.207 2.016
H 4.002 -0.278 0.670

Atoms 1-3, force components in eV/Å:
N 0.7 0.0 -0.7
H 0.0 -0.2 0.6
H 0.3 0.2 -0.2

Values from the calculation:
**E_tot**: -945.74769 Eh
**Total charge**: +1
**LUMO**: -2.34 eV
**Energy relative to the best compared isomer or geometry (same formula, charge and spin)**: 0.0 kcal per mole
**Molecular weight**: 270.39 g mol⁻¹

Atom charges from the Mulliken analysis, given in e for atoms 1 to 8:
1. N 0.192
2. H 0.447
3. H 0.256
4. H 0.122
5. H 0.186
6. O -0.615
7. H 0.281
8. H 0.241